No. 1
# C22H65N9O8

8 unconnected molecules or ions with the total composition C22H65N9O8 at a distorted geometry (ωB97M-V with the def2-TZVPD basis set, the Open Molecules 2025 dataset).

The geometry in XYZ format:
```
104
Properties=species:S:1:pos:R:3:forces:R:3:mulliken_spin:R:1
C 0.762170 1.051080 -20.352710 0.787 -0.301 0.675 0.05
O 0.715730 -0.127780 -20.158380 -0.133 -2.797 -0.259 0.00
N 1.159520 1.704130 -21.419920 1.521 -1.132 -4.953 -0.03
N 0.555110 1.964050 -19.511710 -2.446 2.688 7.606 -0.04
H 0.623410 2.550540 -21.547460 0.293 -0.361 -0.892 0.04
H 1.118450 0.922130 -22.057810 0.101 0.918 -1.898 0.00
H 0.628880 2.957910 -19.675730 0.055 -0.088 -0.129 0.03
H 0.217340 1.650730 -18.612910 0.020 0.304 0.047 -0.01
C -1.995990 7.301000 -22.187060 0.791 -0.921 0.805 6.82
O -1.177040 6.405510 -22.119320 1.417 -1.870 0.242 -2.57
N -2.663320 7.756710 -21.159610 -1.327 0.190 3.175 -1.59
N -2.295090 7.924820 -23.279990 -0.227 0.941 -3.078 -0.79
H -3.411860 8.415030 -21.322130 -0.251 0.033 0.239 -0.22
H -2.766860 7.121950 -20.380860 -0.087 0.309 0.016 -0.09
H -2.782040 8.792370 -23.105850 0.015 0.504 -1.077 -0.41
H -1.656890 7.725590 -24.037030 -0.288 0.699 -0.248 -0.01
C 3.729040 3.927330 -23.143410 0.722 -0.116 0.644 -0.01
C 4.423680 3.022460 -24.199550 -2.036 0.643 0.728 0.00
C 5.753760 3.508680 -24.725520 -0.697 1.226 -1.095 0.01
O 5.408990 4.768460 -25.503790 0.363 -2.283 1.011 -0.01
C 6.485660 5.432050 -26.121510 -0.448 0.418 0.496 0.01
N 4.445420 1.621850 -23.774470 0.287 -0.130 -0.494 0.00
H 3.530550 4.948320 -23.469430 0.552 0.081 -0.015 0.00
H 4.314790 3.864900 -22.226300 0.322 0.622 0.141 0.02
H 2.762060 3.582800 -22.776870 -0.150 -0.624 -0.595 -0.01
H 3.702880 3.149210 -25.007320 0.332 -0.681 -0.648 0.01
H 6.179570 2.730280 -25.358670 -0.192 0.126 -0.612 0.00
H 6.514030 3.617420 -23.952040 -0.051 0.859 0.303 0.00
H 6.100770 6.174530 -26.820560 -0.413 -0.170 -0.105 0.00
H 7.129180 4.770450 -26.701400 0.351 -0.089 0.322 0.00
H 6.952300 6.035870 -25.343210 0.942 -0.207 -0.108 0.00
H 5.041460 1.447420 -22.977970 0.263 0.298 0.133 0.00
H 3.526290 1.345540 -23.459900 -0.185 0.052 -0.103 0.00
C -6.028170 4.378970 -24.306570 0.967 0.101 -2.195 0.20
C -5.189500 3.251760 -23.664530 0.113 3.057 0.310 0.01
C -3.837020 3.851620 -23.195870 -0.322 -1.950 -0.839 -0.79
O -3.304410 2.825090 -22.300200 1.171 2.027 -0.943 0.01
C -2.168810 3.320590 -21.560270 -1.589 -0.433 1.791 0.21
N -5.941620 2.997320 -22.521450 -1.534 -1.961 2.124 0.01
H -6.320650 5.263100 -23.740120 0.238 -0.558 1.158 -0.06
H -6.953950 4.019010 -24.755400 0.170 -0.200 -0.135 0.02
H -5.404830 4.875520 -25.050200 -0.134 -0.111 -0.770 0.00
H -5.052470 2.299860 -24.177580 -0.003 0.417 -0.720 0.00
H -3.997310 4.811610 -22.705150 -0.029 -0.016 0.334 0.15
H -3.239370 4.026440 -24.090500 0.729 -0.057 0.147 0.05
H -2.128380 4.399990 -21.414070 0.364 0.202 -1.317 -0.06
H -1.219240 2.813500 -21.731370 -0.233 0.210 -0.687 0.08
H -2.434280 3.098310 -20.526720 0.247 -0.728 0.392 -0.03
H -5.513450 2.195210 -22.081680 -0.134 0.096 0.785 0.00
H -5.848180 3.804280 -21.921310 -0.177 -0.123 0.479 0.02
C -2.776610 3.337520 -27.752970 -0.802 1.836 0.232 0.00
C -1.424350 3.919580 -28.094350 0.497 -2.824 0.944 -0.02
C -0.853980 4.826530 -27.055360 -0.010 0.746 1.436 0.10
O -0.577100 4.225370 -25.759810 -0.393 -0.099 -1.987 -0.07
C 0.168780 5.051130 -24.904530 -0.265 -0.150 0.463 0.09
N -0.554500 2.704550 -28.144800 0.943 0.976 -1.083 0.00
H -3.149730 2.626220 -28.489820 0.162 -0.011 0.089 0.00
H -3.440870 4.201040 -27.718470 -0.740 -0.178 0.143 0.00
H -2.730010 2.919970 -26.747200 -0.128 -0.213 -0.095 0.00
H -1.447680 4.530260 -28.996910 0.191 -0.467 -0.354 -0.01
H -1.594820 5.608130 -26.886990 -0.043 0.455 0.095 0.00
H 0.034270 5.289210 -27.485530 0.341 -0.035 0.239 0.02
H 0.126700 4.521940 -23.952540 0.226 0.279 0.143 -0.02
H -0.276710 6.035160 -24.758550 -0.207 0.053 -0.003 -0.02
H 1.204340 5.205960 -25.207410 0.186 -0.216 -0.278 0.00
H -0.775540 2.170260 -28.972920 -0.046 -0.182 0.007 0.00
H -0.781810 2.143370 -27.336410 0.096 -0.037 0.053 0.00
C -2.242270 5.790500 -18.163820 0.251 -0.978 0.865 0.04
C -3.546560 6.030660 -17.415030 -0.441 0.996 0.378 -0.01
C -3.371840 6.737130 -16.034780 -0.208 -2.263 0.127 0.21
O -2.541200 7.792840 -16.192820 1.673 1.297 -0.223 -0.46
C -1.827090 8.187080 -15.053710 0.522 0.461 -0.128 0.29
N -4.346720 6.843130 -18.313050 -0.172 -0.293 -0.024 0.33
H -1.751410 5.033740 -17.551870 0.739 -0.066 -0.247 -0.02
H -1.578480 6.639530 -18.327030 -0.260 0.217 0.360 0.37
H -2.444880 5.355070 -19.142310 -0.202 -0.134 0.065 -0.17
H -4.000140 5.062470 -17.202950 -0.268 -0.054 -0.243 -0.08
H -3.005700 5.980440 -15.340910 0.939 -0.315 0.157 0.02
H -4.251800 7.031560 -15.462870 -1.020 0.189 -0.714 0.11
H -1.202330 7.425860 -14.586470 -0.473 -0.798 0.030 0.01
H -2.502530 8.622240 -14.317160 0.080 0.155 0.221 -0.02
H -1.050900 8.885690 -15.366090 -0.459 0.523 -0.130 0.00
H -5.199710 7.112960 -17.844320 -0.225 0.300 -0.092 -0.12
H -3.758190 7.659980 -18.393650 -0.399 0.740 -0.356 -0.20
C 7.498540 6.874730 -15.939490 0.398 0.424 -1.024 0.00
C 6.212840 6.725980 -16.727050 -1.389 -0.097 1.451 0.01
C 6.119830 5.583830 -17.735710 -0.618 -1.196 -1.393 0.02
O 4.782190 5.367090 -18.273250 -0.696 2.252 0.265 -0.06
C 4.471780 4.411060 -19.259780 0.851 0.005 -0.348 0.14
N 5.176540 6.433930 -15.733010 -0.707 -0.088 0.105 0.01
H 8.263140 6.863740 -16.716260 0.890 -0.144 0.592 0.00
H 7.615800 6.196940 -15.093940 0.070 -0.565 -0.596 0.00
H 7.497480 7.852020 -15.456780 -0.020 0.159 -0.229 0.00
H 5.914310 7.723230 -17.050300 0.523 -0.144 -1.191 0.01
H 6.177790 4.618840 -17.232190 1.523 -0.006 0.543 0.00
H 6.831880 5.684020 -18.554880 0.196 -0.149 -0.058 0.00
H 3.500940 4.598180 -19.718640 -0.335 0.201 0.760 -0.06
H 4.512140 3.400380 -18.853580 -0.030 -0.203 -0.022 0.00
H 5.107370 4.477710 -20.142780 0.678 -0.046 0.087 0.01
H 4.441170 7.093590 -15.943210 -0.544 -0.226 0.360 -0.01
H 4.832530 5.547860 -16.074530 -0.846 -0.171 0.709 0.00
O 0.633760 4.519280 -20.388500 0.458 -0.070 0.120 -0.62
H 0.378800 4.640900 -21.303070 -0.267 0.585 -0.425 0.12
H 0.100060 5.149650 -19.904730 -0.267 0.453 0.016 0.07
```
Forces are in eV/Å.

Calculated values
HOMO energy (alpha / beta)	0.344 / -6.666	eV
multiplicity	2
charge	-1
gap between HOMO and LUMO (alpha / beta)	1.99 / 8.97	eV
expectation value of S²	0.750
energy relative to the best compared isomer or geometry (same formula, charge and spin)	1.819	eV
lowest unoccupied orbital energy (alpha / beta)	2.329 / 2.301	eV
M	583.82	g mol⁻¹
F_max	8.43	eV/A

=====

No. 2
# C15H32ClFNO3

3 unconnected molecules or ions with the total composition C15H32ClFNO3 at a distorted geometry (ωB97M-V with the def2-TZVPD basis set, the Open Molecules 2025 dataset).

The geometry in XYZ format:
```
53
Properties=species:S:1:pos:R:3:forces:R:3:mulliken_spin:R:1
C 4.825229 0.343887 2.330191 -0.302 -0.515 -0.713 0.01
C 3.634244 0.799231 1.351934 2.962 0.189 0.477 0.02
C 4.232969 0.713359 -0.104409 -0.841 -0.260 0.167 0.00
C 3.358275 2.325691 1.682656 -0.197 0.345 0.547 0.02
C 1.861404 2.689606 2.014158 0.341 -0.428 -1.457 -0.02
F 1.601982 2.665465 3.375139 0.314 -0.030 -1.202 0.00
Cl 1.630346 4.421372 1.403638 -0.070 -0.439 0.711 0.00
C 0.837776 1.810656 1.198003 -0.053 0.815 0.764 0.03
C 1.227630 0.288298 1.020317 -2.968 -1.377 -0.652 0.01
C 0.093739 -0.546383 1.785620 0.239 0.132 -0.312 0.00
C 1.070886 -0.140336 -0.507959 1.057 0.680 -0.419 0.01
N 2.511513 -0.116443 1.633408 -0.635 2.219 1.151 0.34
O 2.371182 -0.245565 2.928607 0.291 -0.497 -0.840 0.60
H 4.749031 0.834188 3.333059 0.174 -0.550 -0.977 0.00
H 4.797505 -0.774661 2.455517 -0.019 1.125 -0.037 0.00
H 5.782190 0.575096 1.797852 -0.658 0.073 0.784 0.00
H 3.505005 1.109544 -0.867008 0.794 -0.395 0.653 0.00
H 5.160271 1.342605 -0.112375 -0.858 -0.620 -0.137 0.00
H 4.481450 -0.358671 -0.342423 -0.144 1.087 0.132 -0.01
H 3.970259 2.651664 2.570833 -0.681 -0.407 -0.804 0.00
H 3.745961 2.947376 0.829103 -0.778 -0.599 0.772 0.00
H 0.651748 2.356191 0.234358 0.454 -0.835 0.772 0.00
H -0.143547 1.864378 1.751541 1.011 -0.015 -0.499 0.00
H -0.170710 -0.085569 2.771616 0.436 -0.589 -0.807 0.00
H -0.816383 -0.556871 1.139524 0.699 0.076 0.583 0.00
H 0.429108 -1.612945 1.910976 -0.386 1.092 -0.025 0.00
H 1.997316 -0.645937 -0.893485 -0.892 0.270 0.462 -0.02
H 0.947498 0.777888 -1.150764 0.006 -0.988 0.558 0.00
H 0.195644 -0.806088 -0.692765 0.721 0.499 0.348 0.00
C -3.647249 -4.036513 1.870077 -0.041 0.084 0.260 0.00
C -3.388259 -2.954319 0.833646 0.107 -0.677 -0.210 0.00
C -3.940588 -3.348446 -0.527596 -0.096 0.201 -0.157 0.00
O -1.984464 -2.720005 0.729368 -0.049 0.320 0.037 0.00
H -3.156861 -4.972436 1.585600 -0.081 0.021 -0.112 0.00
H -3.237093 -3.744845 2.839113 -0.062 0.043 -0.050 0.00
H -4.716772 -4.225102 1.985871 0.047 -0.032 -0.002 0.00
H -3.847074 -2.017696 1.158548 0.211 0.046 -0.010 0.00
H -3.460089 -4.261286 -0.892558 -0.053 -0.046 0.120 0.00
H -3.738804 -2.567219 -1.263936 -0.049 0.011 0.072 0.00
H -5.018854 -3.516554 -0.483239 0.044 -0.025 -0.029 0.00
H -1.567269 -3.540189 0.442985 -0.035 0.002 0.019 0.00
C -2.305825 1.509408 -4.901385 0.099 -0.134 -0.216 0.00
C -1.816943 1.069235 -3.530270 -0.369 0.595 -0.013 0.00
C -2.890218 1.265423 -2.470609 0.004 -0.180 0.215 0.00
O -0.654624 1.816936 -3.175512 0.290 -0.271 0.067 0.00
H -2.561700 2.573280 -4.899693 -0.086 -0.047 0.101 0.00
H -1.522425 1.372385 -5.649691 -0.040 -0.063 0.051 0.00
H -3.185849 0.940218 -5.208710 0.015 0.054 -0.003 0.00
H -1.524102 0.017433 -3.565318 0.183 0.102 0.057 0.00
H -3.165745 2.321139 -2.387116 -0.029 -0.023 -0.134 0.00
H -2.522004 0.954755 -1.490019 -0.006 -0.059 -0.069 0.00
H -3.787806 0.688958 -2.705492 0.007 0.050 0.022 0.00
H -0.898903 2.748417 -3.140923 -0.027 -0.030 -0.019 0.00
```
Forces are in eV/Å.

Calculated values
HOMO energy (alpha / beta)	-8.895 / -9.631	eV
multiplicity	2
charge	0
gap between HOMO and LUMO (alpha / beta)	9.54 / 9.62	eV
expectation value of S²	0.754
lowest unoccupied orbital energy (alpha / beta)	0.645 / -0.012	eV
M	328.88	g mol⁻¹
F_max	3.34	eV/A

=====

No. 3
# C4H6O2

A single C4H6O2 molecule (ωB97M-V with the def2-TZVPD basis set, the Open Molecules 2025 dataset).

The geometry in XYZ format:
```
12
Properties=species:S:1:pos:R:3:forces:R:3:nbo_charge:R:1
O 2.240755 -0.315071 1.654674 -0.264 0.062 -0.070 -0.52
C 1.180380 0.064756 1.218250 0.042 -0.045 -0.003 0.43
C 0.459522 -0.639560 0.120703 0.091 -0.176 0.162 -0.36
C 0.150427 0.118479 -1.163449 0.026 0.100 -0.132 -0.43
C -0.948509 -0.250461 -0.226866 0.033 -0.251 -0.131 0.09
O -1.517043 0.750063 0.562621 -0.173 0.178 -0.094 -0.70
H 0.673791 0.958751 1.631483 0.147 -0.039 -0.115 0.13
H 0.739773 -1.684272 0.019554 -0.021 0.174 -0.027 0.24
H 0.265836 -0.428339 -2.094779 -0.029 0.108 0.168 0.23
H 0.432866 1.168402 -1.203364 -0.053 -0.185 0.060 0.23
H -1.627431 -1.056516 -0.507192 0.142 0.134 0.042 0.18
H -2.050362 1.313771 -0.011631 0.059 -0.061 0.139 0.48
```
Forces are in eV/Å.

Calculated values
HOMO energy	-9.661	eV
charge	0
gap between HOMO and LUMO	10.37	eV
energy relative to the best compared isomer or geometry (same formula, charge and spin)	1.723	eV
lowest unoccupied orbital energy	0.710	eV
M	86.09	g mol⁻¹
F_max	0.28	eV/A